<one>
Entry from OMol25: a structure of composition C80H180AsF6P5 (wB97M-V/def2-TZVPD).

Positions of all 272 atoms, in Å:
As 0.232 0.706 0.252
F 0.011 -0.968 0.626
F 0.733 0.188 -1.331
F 0.508 2.379 -0.197
F -0.455 1.072 1.786
F 1.797 0.571 0.943
F -1.445 0.652 -0.370
C 2.736 -2.249 -2.204
C 1.530 -2.983 -2.817
C 0.229 -2.431 -2.258
C -1.027 -3.137 -2.709
P -2.641 -2.249 -2.296
C -2.579 -0.539 -2.888
C -2.226 -0.346 -4.393
C -0.755 -0.223 -4.723
C -0.534 0.069 -6.173
C -3.978 -3.155 -3.136
C -3.872 -4.671 -3.223
C -5.236 -5.399 -3.415
C -5.759 -5.365 -4.878
C -2.948 -2.130 -0.549
C -2.987 -3.400 0.406
C -3.231 -2.915 1.846
C -2.058 -2.115 2.402
H 2.539 -1.888 -1.170
H 2.905 -1.366 -2.814
H 3.687 -2.748 -2.154
H 1.639 -4.053 -2.637
H 1.488 -2.827 -3.929
H 0.176 -1.351 -2.469
H 0.280 -2.472 -1.118
H -1.183 -4.213 -2.423
H -0.997 -3.176 -3.768
H -1.868 -0.081 -2.174
H -3.506 -0.067 -2.476
H -2.708 0.466 -4.876
H -2.632 -1.134 -4.923
H -0.342 -1.251 -4.544
H -0.209 0.552 -4.142
H 0.500 0.450 -6.315
H -1.119 0.982 -6.500
H -0.679 -0.750 -6.827
H -3.978 -2.678 -4.096
H -4.909 -2.922 -2.613
H -3.446 -5.046 -2.293
H -3.228 -4.954 -4.099
H -6.020 -4.880 -2.804
H -5.188 -6.503 -3.105
H -6.817 -5.594 -5.058
H -5.157 -6.076 -5.438
H -5.636 -4.439 -5.377
H -3.996 -1.749 -0.559
H -2.339 -1.372 -0.194
H -2.036 -3.986 0.437
H -3.746 -4.132 0.017
H -3.312 -3.734 2.546
H -4.211 -2.356 1.941
H -1.217 -2.830 2.337
H -2.091 -1.876 3.472
H -1.833 -1.171 1.881
C 5.324 -9.946 4.327
C 4.730 -11.066 3.538
C 3.546 -10.722 2.583
C 2.272 -10.343 3.368
P 0.814 -9.647 2.514
C 0.477 -10.493 0.920
C -0.675 -9.922 0.103
C -0.512 -10.255 -1.392
C -1.617 -9.653 -2.244
C -0.555 -9.781 3.667
C -1.912 -9.196 3.227
C -2.713 -8.907 4.465
C -4.165 -8.524 4.281
C 1.095 -7.910 2.286
C 2.426 -7.536 1.575
C 2.401 -6.088 1.146
C 3.205 -5.778 -0.140
H 4.705 -9.504 5.146
H 5.743 -9.149 3.688
H 6.152 -10.440 4.926
H 4.428 -11.887 4.225
H 5.454 -11.504 2.873
H 3.397 -11.636 1.980
H 3.836 -9.941 1.858
H 2.546 -9.622 4.120
H 1.939 -11.219 3.913
H 0.469 -11.564 1.095
H 1.449 -10.218 0.511
H -0.835 -8.822 0.192
H -1.565 -10.376 0.566
H -0.435 -11.366 -1.471
H 0.462 -9.876 -1.739
H -1.524 -9.893 -3.291
H -1.571 -8.543 -2.195
H -2.634 -9.974 -1.981
H -0.198 -9.325 4.619
H -0.627 -10.849 3.751
H -2.416 -9.955 2.562
H -1.813 -8.324 2.591
H -2.167 -8.132 4.985
H -2.752 -9.811 5.064
H -4.169 -7.558 3.747
H -4.745 -8.387 5.169
H -4.742 -9.183 3.615
H 1.089 -7.534 3.307
H 0.327 -7.516 1.698
H 2.509 -8.291 0.685
H 3.252 -7.761 2.192
H 2.753 -5.522 2.021
H 1.382 -5.738 0.989
H 2.834 -6.453 -0.961
H 4.281 -5.899 0.028
H 3.014 -4.774 -0.474
C 5.396 -0.225 3.878
C 5.643 1.260 3.928
C 5.950 1.795 2.514
C 4.799 1.754 1.487
P 5.230 2.402 -0.157
C 3.843 1.975 -1.142
C 3.797 2.470 -2.591
C 2.535 2.037 -3.352
C 2.264 2.947 -4.529
C 5.647 4.152 -0.054
C 4.560 5.263 -0.071
C 3.713 5.322 1.183
C 4.336 5.474 2.586
C 6.722 1.634 -0.900
C 6.667 0.184 -1.155
C 8.121 -0.354 -1.335
C 8.049 -1.793 -1.744
H 5.059 -0.736 4.727
H 6.228 -0.929 3.531
H 4.659 -0.489 3.096
H 6.514 1.380 4.589
H 4.772 1.676 4.382
H 6.818 1.282 2.120
H 6.303 2.840 2.625
H 3.969 2.386 1.833
H 4.493 0.709 1.324
H 3.021 2.389 -0.513
H 3.736 0.878 -0.943
H 4.726 2.281 -3.191
H 3.713 3.559 -2.459
H 1.697 1.843 -2.703
H 2.708 1.041 -3.776
H 3.090 2.930 -5.259
H 2.012 3.971 -4.187
H 1.416 2.550 -5.186
H 6.402 4.243 -0.820
H 6.282 4.198 0.836
H 3.966 5.200 -0.989
H 5.000 6.250 -0.187
H 2.995 4.543 1.071
H 3.171 6.226 1.000
H 4.314 4.547 3.155
H 3.856 6.176 3.203
H 5.331 5.827 2.547
H 7.524 1.833 -0.153
H 6.902 2.290 -1.747
H 5.990 -0.023 -1.998
H 6.223 -0.364 -0.287
H 8.620 -0.315 -0.333
H 8.736 0.242 -2.002
H 9.052 -2.189 -1.809
H 7.511 -1.820 -2.662
H 7.541 -2.449 -0.971
C 3.926 11.193 -5.389
C 3.890 10.055 -4.389
C 2.447 9.623 -4.011
C 1.709 8.718 -5.016
P 0.029 8.349 -4.538
C -0.787 7.067 -5.571
C -0.187 5.707 -5.562
C -0.946 4.743 -6.504
C -2.211 4.240 -5.825
C -0.112 7.874 -2.783
C 0.779 6.712 -2.329
C 0.589 6.216 -0.812
C -0.752 5.589 -0.603
C -0.896 9.877 -4.817
C -2.352 9.786 -4.306
C -3.365 10.461 -5.255
C -3.590 9.570 -6.448
H 4.929 11.649 -5.564
H 3.185 11.957 -5.065
H 3.704 10.904 -6.459
H 4.362 10.342 -3.457
H 4.442 9.208 -4.689
H 1.943 10.586 -3.884
H 2.496 9.037 -3.068
H 2.314 7.792 -5.053
H 1.778 9.080 -6.051
H -0.860 7.523 -6.611
H -1.841 7.134 -5.261
H -0.167 5.389 -4.539
H 0.826 5.700 -5.990
H -0.337 3.810 -6.649
H -1.217 5.207 -7.461
H -2.718 3.474 -6.429
H -2.990 5.011 -5.656
H -1.950 3.800 -4.847
H -1.192 7.621 -2.699
H 0.050 8.745 -2.131
H 1.825 6.942 -2.473
H 0.538 5.776 -2.909
H 0.652 7.152 -0.248
H 1.442 5.564 -0.501
H -1.005 5.283 0.452
H -0.678 4.582 -1.179
H -1.590 6.185 -1.088
H -0.843 10.087 -5.953
H -0.369 10.736 -4.386
H -2.477 10.065 -3.275
H -2.553 8.728 -4.351
H -3.052 11.511 -5.396
H -4.269 10.512 -4.682
H -4.508 9.802 -6.922
H -3.652 8.515 -6.121
H -2.820 9.727 -7.234
C 1.715 2.577 4.537
C 0.423 3.235 5.009
C -0.685 2.212 5.418
C -1.993 2.852 5.718
P -3.448 1.889 5.232
C -3.468 1.775 3.414
C -4.808 1.597 2.714
C -4.720 0.923 1.354
C -4.329 1.866 0.211
C -3.319 0.243 5.966
C -4.090 -0.951 5.233
C -5.615 -1.033 5.468
C -6.144 -2.322 4.967
C -5.031 2.723 5.839
C -4.990 3.169 7.282
C -6.403 3.549 7.780
C -7.407 2.428 7.891
H 1.439 1.710 3.869
H 2.345 2.038 5.284
H 2.368 3.259 3.968
H 0.007 3.796 4.114
H 0.568 4.012 5.810
H -0.223 1.747 6.279
H -0.758 1.487 4.537
H -2.045 3.826 5.263
H -2.215 2.993 6.748
H -2.702 0.916 3.252
H -2.952 2.647 3.038
H -5.360 2.539 2.577
H -5.559 1.016 3.296
H -5.684 0.517 1.064
H -3.987 0.142 1.362
H -3.262 2.250 0.230
H -5.028 2.697 0.142
H -4.398 1.348 -0.722
H -3.824 0.288 6.958
H -2.239 -0.057 5.918
H -3.708 -1.887 5.670
H -3.875 -0.850 4.195
H -6.150 -0.193 5.019
H -5.757 -0.917 6.587
H -5.786 -2.463 3.919
H -7.219 -2.343 5.073
H -5.719 -3.170 5.506
H -5.816 2.033 5.740
H -5.119 3.623 5.151
H -4.324 4.037 7.349
H -4.718 2.356 7.943
H -6.715 4.416 7.247
H -6.155 3.979 8.800
H -8.399 2.846 8.205
H -7.079 1.617 8.568
H -7.663 1.998 6.915

Results
Total charge: +4
Molecular weight (g mol⁻¹): 1486.10
Kohn-Sham gap (eV): 10.9611
2S+1: 1
E_HOMO (eV): -16.9802

These are the Löwdin partial charges, in e, on atoms 1 to 6: 0.762 -0.254 -0.249 -0.244 -0.238 -0.227

***

<two>
Entry from OMol25: a structure of composition C80H180AsF6P5 (wB97M-V/def2-TZVPD).

Positions of all 272 atoms, in Å:
As 0.472 -0.009 0.525
F -1.042 0.457 -0.060
F 0.477 -1.612 -0.154
F 1.987 -0.561 1.122
F 0.736 1.475 1.330
F -0.324 -0.588 1.952
F 1.243 0.612 -0.842
C -2.209 -3.463 -0.577
C -2.417 -2.932 -2.031
C -1.674 -1.605 -2.260
C -1.714 -1.101 -3.703
P -0.553 0.215 -4.122
C 1.107 -0.255 -3.838
C 1.587 -1.619 -4.429
C 1.263 -2.835 -3.516
C 1.986 -4.074 -4.041
C -0.719 0.509 -5.851
C -2.088 0.466 -6.447
C -2.168 1.206 -7.811
C -1.566 0.444 -8.976
C -0.780 1.673 -3.178
C -2.191 2.324 -3.067
C -2.106 3.608 -2.136
C -1.899 3.349 -0.666
H -2.272 -2.658 0.121
H -1.183 -3.789 -0.528
H -2.900 -4.309 -0.325
H -3.437 -2.713 -2.344
H -2.045 -3.679 -2.788
H -0.639 -1.705 -2.038
H -2.092 -0.851 -1.584
H -2.766 -0.888 -3.971
H -1.328 -1.873 -4.327
H 1.237 -0.256 -2.761
H 1.616 0.587 -4.315
H 2.659 -1.526 -4.680
H 1.016 -1.858 -5.251
H 0.209 -3.138 -3.435
H 1.485 -2.475 -2.472
H 1.657 -4.933 -3.459
H 3.073 -3.896 -3.967
H 1.810 -4.266 -5.105
H 0.042 -0.162 -6.306
H -0.253 1.504 -5.984
H -2.778 0.875 -5.679
H -2.374 -0.598 -6.462
H -1.834 2.233 -7.556
H -3.279 1.377 -8.018
H -1.777 0.999 -9.875
H -1.990 -0.537 -9.027
H -0.512 0.346 -8.805
H -0.064 2.306 -3.671
H -0.372 1.474 -2.178
H -2.833 1.642 -2.520
H -2.647 2.601 -4.037
H -3.063 4.084 -2.170
H -1.372 4.306 -2.635
H -2.435 2.426 -0.429
H -2.285 4.218 -0.053
H -0.875 3.059 -0.387
C -12.050 -0.260 1.740
C -12.711 -0.349 0.383
C -11.683 -0.164 -0.739
C -11.196 1.277 -0.926
P -9.810 1.523 -2.066
C -9.966 0.658 -3.640
C -8.750 0.796 -4.560
C -8.813 -0.292 -5.629
C -7.745 -0.214 -6.698
C -9.774 3.320 -2.335
C -8.714 3.958 -3.221
C -8.353 5.371 -2.767
C -7.418 5.988 -3.781
C -8.229 1.111 -1.308
C -7.957 -0.337 -0.880
C -6.462 -0.654 -0.542
C -6.255 -2.174 -0.596
H -11.430 0.697 1.824
H -11.432 -1.143 1.974
H -12.869 -0.300 2.526
H -13.519 0.348 0.291
H -13.148 -1.358 0.314
H -12.272 -0.427 -1.628
H -10.909 -0.860 -0.632
H -10.937 1.810 0.000
H -11.982 1.834 -1.411
H -10.873 1.013 -4.144
H -10.142 -0.418 -3.452
H -7.825 0.867 -3.981
H -8.838 1.727 -5.098
H -9.794 -0.452 -6.125
H -8.646 -1.207 -4.988
H -7.706 -1.150 -7.212
H -6.809 -0.009 -6.165
H -7.957 0.634 -7.405
H -9.892 3.775 -1.332
H -10.774 3.501 -2.707
H -9.155 3.980 -4.263
H -7.851 3.326 -3.241
H -7.998 5.409 -1.775
H -9.316 5.856 -2.708
H -6.478 5.426 -3.638
H -7.201 7.043 -3.573
H -7.787 5.841 -4.766
H -8.034 2.012 -0.716
H -7.519 1.282 -2.104
H -8.241 -1.105 -1.731
H -8.531 -0.608 -0.011
H -6.278 -0.263 0.475
H -5.780 -0.116 -1.226
H -6.297 -2.610 -1.566
H -7.053 -2.701 -0.014
H -5.299 -2.474 -0.138
C -3.040 -0.758 5.753
C -1.765 -0.983 6.521
C -1.013 -2.333 6.355
C -0.390 -2.265 4.935
P 0.501 -3.741 4.320
C 0.892 -3.472 2.631
C 1.682 -4.650 1.966
C 1.929 -4.439 0.434
C 3.279 -4.979 0.029
C 1.905 -4.164 5.338
C 3.245 -3.367 5.172
C 3.272 -1.855 5.281
C 2.823 -1.313 6.647
C -0.461 -5.273 4.568
C -1.632 -5.516 3.578
C -2.658 -6.453 4.190
C -3.866 -6.683 3.370
H -3.426 0.227 6.086
H -3.684 -1.591 5.986
H -2.750 -0.626 4.725
H -1.902 -0.938 7.594
H -1.025 -0.187 6.364
H -1.698 -3.162 6.460
H -0.238 -2.391 7.074
H 0.185 -1.377 4.793
H -1.206 -2.070 4.226
H 1.484 -2.597 2.475
H -0.090 -3.314 2.106
H 1.238 -5.629 2.168
H 2.658 -4.672 2.455
H 1.972 -3.383 0.239
H 1.202 -4.948 -0.224
H 3.431 -6.014 0.240
H 4.075 -4.513 0.633
H 3.504 -4.648 -1.040
H 2.180 -5.117 4.979
H 1.494 -4.272 6.335
H 3.567 -3.540 4.131
H 3.932 -3.791 5.903
H 2.782 -1.310 4.512
H 4.330 -1.625 5.209
H 1.889 -0.750 6.543
H 3.613 -0.731 7.134
H 2.558 -2.120 7.257
H -0.792 -5.346 5.589
H 0.258 -6.092 4.478
H -1.275 -5.827 2.579
H -2.066 -4.517 3.456
H -2.972 -6.027 5.149
H -2.121 -7.401 4.401
H -4.342 -7.608 3.669
H -3.564 -6.973 2.354
H -4.524 -5.825 3.230
C 10.362 -6.878 3.977
C 9.019 -6.108 4.084
C 8.976 -4.837 3.217
C 8.712 -5.126 1.729
P 8.844 -3.553 0.826
C 8.182 -3.713 -0.830
C 6.770 -4.160 -1.188
C 6.490 -4.129 -2.711
C 6.173 -2.821 -3.381
C 8.072 -2.181 1.744
C 6.595 -2.439 2.074
C 5.785 -1.173 2.519
C 5.419 -0.175 1.488
C 10.645 -3.168 0.711
C 10.888 -1.780 0.100
C 11.931 -1.805 -1.009
C 11.599 -2.592 -2.288
H 10.373 -7.708 4.662
H 11.263 -6.299 4.306
H 10.539 -7.107 2.900
H 8.802 -5.845 5.086
H 8.292 -6.853 3.784
H 9.870 -4.253 3.411
H 8.206 -4.142 3.710
H 7.702 -5.522 1.686
H 9.404 -5.813 1.331
H 8.895 -4.413 -1.259
H 8.393 -2.698 -1.233
H 6.053 -3.596 -0.621
H 6.668 -5.190 -0.826
H 5.617 -4.799 -2.865
H 7.282 -4.768 -3.136
H 6.099 -3.010 -4.444
H 6.980 -2.082 -3.215
H 5.247 -2.389 -3.057
H 8.270 -1.281 1.191
H 8.656 -2.127 2.676
H 6.609 -3.155 2.879
H 6.091 -2.979 1.256
H 6.292 -0.744 3.376
H 4.802 -1.529 2.903
H 4.781 0.640 1.832
H 4.888 -0.760 0.677
H 6.355 0.294 1.065
H 11.050 -3.984 0.056
H 10.964 -3.335 1.693
H 11.154 -1.153 0.896
H 9.971 -1.356 -0.291
H 12.868 -2.244 -0.629
H 12.235 -0.783 -1.393
H 12.484 -2.517 -2.994
H 10.716 -2.239 -2.831
H 11.396 -3.655 -2.100
C 0.476 2.061 4.907
C 1.424 3.232 4.513
C 0.724 4.402 3.791
C 1.674 5.537 3.503
P 1.412 6.203 1.881
C 1.820 4.869 0.801
C 2.128 5.267 -0.657
C 1.974 4.183 -1.749
C 2.924 2.988 -1.785
C -0.304 6.721 1.760
C -0.900 6.748 0.341
C -0.626 7.961 -0.486
C -1.556 8.073 -1.657
C 2.462 7.690 1.499
C 2.494 8.616 2.708
C 3.195 9.931 2.315
C 2.415 10.631 1.167
H 0.344 1.477 3.960
H -0.457 2.427 5.408
H 0.972 1.372 5.655
H 2.218 2.721 3.889
H 1.919 3.654 5.405
H -0.141 4.746 4.342
H 0.221 4.032 2.844
H 2.674 5.106 3.588
H 1.628 6.333 4.194
H 0.919 4.140 0.812
H 2.617 4.359 1.298
H 3.220 5.543 -0.608
H 1.510 6.122 -0.881
H 2.137 4.727 -2.667
H 0.933 3.915 -1.805
H 2.959 2.352 -0.855
H 3.917 3.299 -1.999
H 2.591 2.392 -2.615
H -0.422 7.616 2.402
H -0.792 6.029 2.483
H -1.971 6.604 0.451
H -0.673 5.826 -0.174
H 0.407 7.984 -0.876
H -0.759 8.903 0.137
H -1.286 7.252 -2.334
H -1.436 8.966 -2.254
H -2.587 7.984 -1.335
H 2.135 8.205 0.665
H 3.498 7.377 1.191
H 2.996 8.270 3.620
H 1.535 8.869 3.088
H 4.213 9.838 1.923
H 3.203 10.534 3.291
H 2.660 11.752 1.099
H 1.279 10.615 1.353
H 2.620 10.169 0.265

Results
Total charge: +4
Molecular weight (g mol⁻¹): 1486.10
Kohn-Sham gap (eV): 10.9803
2S+1: 1
E_HOMO (eV): -17.0567

These are the Löwdin partial charges, in e, on atoms 1 to 6: 0.649 -0.207 -0.246 -0.250 -0.231 -0.243

***

Which of them is the least stable? Correct choice: <two>.